Entry 1:
The following is a DFT calculation (the ωB97M-V functional and the def2-TZVPD basis) of a structure of composition C31H25AsIrN2O2S at a distorted geometry.

Its HOMO-LUMO gap (alpha / beta) is 5.6 / 5.7 eV. As for the net charge: +2. Its expectation value of S² is 0.92. As for the multiplicity: 2. The electronic energy is -114124.50629 eV.

Positions of all 63 atoms, in Å:
Ir1 0.15046 0.29956 0.27741
O1 -1.47457 5.16818 -4.24642
C1 -2.28184 4.02249 -4.20031
C2 -1.67599 3.06412 -3.22041
C3 -0.31366 3.14930 -2.91684
C4 0.20889 2.28184 -1.98893
N1 -0.53501 1.35810 -1.37474
C5 -1.85447 1.24411 -1.65515
C6 -2.43409 2.09562 -2.58566
C7 -2.56865 0.25132 -0.87467
C8 -3.91969 -0.03778 -1.00297
C9 -4.52682 -0.94510 -0.15630
C10 -5.98917 -1.24049 -0.24792
O2 -6.51839 -0.58641 -1.37119
C11 -3.74140 -1.57295 0.81666
C12 -2.40711 -1.26257 0.88695
N2 -1.82786 -0.38452 0.06237
H1 -1.82660 5.80356 -4.87545
H2 -2.33563 3.52942 -5.18086
H3 -3.31042 4.24865 -3.89714
H4 0.30438 3.89682 -3.39081
H5 1.25628 2.31185 -1.71550
H6 -3.49276 2.01136 -2.79243
H7 -4.51516 0.44234 -1.76665
H8 -6.46242 -0.90052 0.68295
H9 -6.13168 -2.32689 -0.29678
H10 -7.46234 -0.75795 -1.43606
H11 -4.17425 -2.28892 1.50162
H12 -1.75418 -1.72857 1.61442
C13 4.47448 -4.57750 -3.11835
C14 4.56662 -4.43887 -1.74117
C15 3.73173 -3.55654 -1.06912
C16 2.79665 -2.83744 -1.79694
C17 2.71706 -2.94060 -3.17964
C18 3.55587 -3.82578 -3.83809
As1 1.41781 -1.77840 -0.86518
C19 -0.12215 -2.93214 -1.10912
C20 -0.90882 -3.05191 -2.24073
C21 -1.98123 -3.93597 -2.23628
C22 -2.25215 -4.68770 -1.09997
C23 -1.46772 -4.56244 0.03682
C24 -0.39483 -3.67522 0.04996
C25 0.51227 -3.43072 1.18034
C26 0.45575 -4.04051 2.43106
C27 1.40234 -3.73339 3.39633
C28 2.42304 -2.82534 3.13218
C29 2.48332 -2.19885 1.89660
C30 1.53249 -2.49652 0.93057
H13 5.12986 -5.26604 -3.63432
H14 5.28652 -5.01944 -1.18029
H15 3.81282 -3.45215 0.00360
H16 2.00818 -2.34279 -3.74004
H17 3.49267 -3.92772 -4.91306
H18 -0.68998 -2.46918 -3.12815
H19 -2.59563 -4.04340 -3.12018
H20 -3.07725 -5.38792 -1.10744
H21 -1.68453 -5.16541 0.90972
H22 -0.31679 -4.76675 2.64904
H23 1.35402 -4.21181 4.36559
H24 3.17080 -2.61179 3.88448
H25 3.27609 -1.49035 1.68268
S1 1.87015 1.27759 3.13571
C31 1.22901 0.79442 1.84359

Here are the natural (NBO) charges for atoms 1 to 6, given in e:
1 Ir 0.774
2 O -0.711
3 C -0.101
4 C 0.085
5 C -0.207
6 C 0.070

Entry 2:
The following is a DFT calculation (the ωB97M-V functional and the def2-TZVPD basis) of a structure of composition C6H13N3 at a distorted geometry.

Its HOMO-LUMO gap (alpha / beta) is 7.7 / 7.0 eV. As for the multiplicity: 1. The electronic energy is -10898.19708 eV. The value obtained for the energy relative to the best compared isomer or geometry (same formula, charge and spin) is 120.3 kcal/mol.

Positions of all 22 atoms, in Å:
C1 0.54229 -2.34594 0.17444
C2 -0.82603 -0.23284 -1.47529
N1 0.16197 -1.02502 0.65574
C3 -0.92377 -0.27893 0.04646
N2 -2.08204 -0.61711 0.64129
H1 0.03805 -1.02134 1.66442
H2 -2.74725 -1.00532 -0.02779
H3 0.86075 -2.28323 -0.86606
H4 1.39120 -2.69280 0.76542
H5 -0.26718 -3.07747 0.25080
H6 0.16210 0.08031 -1.81021
H7 -1.04350 -1.20542 -1.91781
H8 -1.57746 0.46284 -1.84912
C4 1.82801 1.79544 0.27697
C5 0.47350 2.22327 0.28160
C6 -0.65471 1.51467 0.73765
N3 2.34307 0.62345 0.06792
H9 1.68135 -0.03495 -0.33128
H10 2.55580 2.60215 0.36395
H11 0.32034 3.26479 0.02008
H12 -1.61121 1.98867 0.53051
H13 -0.62527 1.26479 1.80031

Here are the natural (NBO) charges for atoms 1 to 6, given in e:
1 C -0.412
2 C -0.678
3 N -0.664
4 C 0.328
5 N -0.530
6 H 0.380

Entry 3:
The following is a DFT calculation (the ωB97M-V functional and the def2-TZVPD basis) of the molecule CH2Cl2FN at a distorted geometry.

Its HOMO-LUMO gap (alpha / beta) is 6.8 / 7.2 eV. Its expectation value of S² is 2.01. As for the multiplicity: 3. The electronic energy is -30315.41511 eV. The value obtained for the energy relative to the best compared isomer or geometry (same formula, charge and spin) is 0.0 kcal/mol.

Positions of all 7 atoms, in Å:
C1 0.70761 -0.15932 -0.02543
N1 -0.51377 0.61288 0.16651
F1 1.10756 -0.46458 1.18253
Cl1 -1.53833 0.77396 -1.30268
Cl2 -1.58691 -0.29906 1.28394
H1 0.45539 -1.10888 -0.78077
H2 1.36845 0.64500 -0.52409

Here are the natural (NBO) charges for atoms 1 to 6, given in e:
1 C 0.133
2 N -0.273
3 F -0.317
4 Cl -0.035
5 Cl 0.090
6 H 0.207

Entry 4:
The following is a DFT calculation (the ωB97M-V functional and the def2-TZVPD basis) of a structure of composition C16H17N2O4Re at a distorted geometry.

Its HOMO-LUMO gap (alpha / beta) is 6.8 / 6.5 eV. As for the net charge: +3. Its expectation value of S² is 1.21. As for the multiplicity: 2. The electronic energy is -30136.74629 eV. The value obtained for the energy relative to the best compared isomer or geometry (same formula, charge and spin) is 33.9 kcal/mol.

Positions of all 40 atoms, in Å:
Re1 0.19135 -0.31272 -1.51597
O1 -0.64812 -3.83588 -3.44266
C1 -0.48989 -2.86570 -2.62548
O2 -0.51648 -1.65289 -2.93974
C2 -0.33900 -3.18501 -1.19355
C3 -0.45129 -4.44649 -0.62611
C4 -0.44562 -4.55893 0.75918
C5 -0.42154 -3.39337 1.51512
C6 -0.31052 -2.16733 0.87323
N1 -0.19169 -2.05808 -0.47036
C7 -0.49761 -0.87638 1.52647
O3 -0.59690 -0.63464 2.77118
O4 -0.62641 0.11777 0.71578
H1 -0.79317 -3.55515 -4.36841
H2 -0.55843 -5.31424 -1.26583
H3 -0.51508 -5.52643 1.23882
H4 -0.51564 -3.45751 2.59296
H5 -0.47169 -1.38482 3.37992
C8 0.99323 1.97688 -1.98730
N2 1.48406 1.19046 -0.83068
C9 2.89558 0.74251 -1.05213
C10 1.42838 1.97741 0.44957
C11 0.05227 2.41071 0.87374
C12 -0.25641 3.73809 1.14489
C13 -1.50617 4.08517 1.65337
C14 -2.46526 3.11399 1.90199
C15 -2.19449 1.77403 1.63093
C16 -0.94668 1.49823 1.14456
H6 1.79125 2.56841 -2.43882
H7 0.16073 2.61955 -1.71513
H8 0.68330 1.28824 -2.84019
H9 3.56219 1.60625 -1.07720
H10 2.97088 0.21977 -2.00764
H11 3.19281 0.08087 -0.24174
H12 2.06955 2.85222 0.33033
H13 1.89280 1.34302 1.20680
H14 0.49166 4.50516 0.98097
H15 -1.72893 5.12383 1.85658
H16 -3.43224 3.38725 2.30232
H17 -2.94079 1.00574 1.79024

Here are the natural (NBO) charges for atoms 1 to 6, given in e:
1 Re 1.211
2 O -0.551
3 C 0.824
4 O -0.624
5 C 0.054
6 C -0.077

Entry 5:
The following is a DFT calculation (the ωB97M-V functional and the def2-TZVPD basis) of the molecule C17H28N2O2 at a distorted geometry.

Its HOMO-LUMO gap is 8.7 eV. As for the SMILES: CCCCCCCCCCCC(=O)N/N=C/c1ccco1. As for the multiplicity: 1. The electronic energy is -25157.75291 eV. The value obtained for the energy relative to the best compared isomer or geometry (same formula, charge and spin) is 70.1 kcal/mol.

Positions of all 49 atoms, in Å:
C1 -8.32982 -1.76314 0.48307
C2 -7.99713 -0.45593 -0.22679
C3 -6.66746 0.15187 0.22096
C4 -5.45222 -0.67729 -0.18884
C5 -4.14228 0.01450 0.18181
C6 -2.92701 -0.82381 -0.20962
C7 -1.59489 -0.20448 0.21703
C8 -1.21477 1.02347 -0.60808
C9 0.07035 1.69792 -0.12689
C10 1.31467 0.83659 -0.32371
C11 2.58674 1.59013 0.05497
C12 3.81444 0.70044 -0.06815
O1 3.77424 -0.46992 -0.36852
N1 4.96876 1.38634 0.21008
N2 6.26082 0.98217 0.23759
C13 6.61983 -0.21526 -0.02825
C14 8.01202 -0.55438 0.02909
C15 9.13041 0.18995 0.33154
C16 10.22738 -0.68679 0.22520
C17 9.70665 -1.89665 -0.13255
O2 8.37642 -1.82731 -0.25274
H1 -9.31845 -2.11037 0.19090
H2 -7.61143 -2.53848 0.23063
H3 -8.32115 -1.62256 1.56192
H4 -7.96970 -0.62610 -1.30558
H5 -8.79370 0.26511 -0.02699
H6 -6.67403 0.26992 1.30727
H7 -6.57443 1.14899 -0.21745
H8 -5.48854 -1.65197 0.30052
H9 -5.47796 -0.84533 -1.26832
H10 -4.12278 0.19328 1.25977
H11 -4.10103 0.98519 -0.31570
H12 -3.02015 -1.80703 0.25841
H13 -2.92358 -0.97472 -1.29161
H14 -0.81466 -0.95970 0.11054
H15 -1.64985 0.07209 1.27274
H16 -1.09767 0.73081 -1.65393
H17 -2.02307 1.75529 -0.55683
H18 0.19924 2.63360 -0.67814
H19 -0.03209 1.95075 0.93153
H20 1.25356 -0.06416 0.28674
H21 1.38555 0.52171 -1.36621
H22 2.51789 1.94098 1.08849
H23 2.71585 2.46426 -0.58854
H24 4.89175 2.36599 0.45261
H25 5.94455 -1.02166 -0.30030
H26 9.14018 1.22703 0.59284
H27 11.25987 -0.45584 0.39019
H28 10.16867 -2.84548 -0.32272

Here are the natural (NBO) charges for atoms 1 to 6, given in e:
1 C -0.607
2 C -0.388
3 C -0.387
4 C -0.392
5 C -0.390
6 C -0.385

Entry 6:
The following is a DFT calculation (the ωB97M-V functional and the def2-TZVPD basis) of the molecule C5H12O2 at a distorted geometry.

Its HOMO-LUMO gap is 10.6 eV. As for the SMILES: CC(C)[C@@H](O)CO. As for the multiplicity: 1. The electronic energy is -9473.84833 eV. The value obtained for the energy relative to the best compared isomer or geometry (same formula, charge and spin) is 29.7 kcal/mol.

Positions of all 19 atoms, in Å:
C1 -1.10336 -1.55563 0.87479
C2 -0.61884 -0.53684 -0.15103
C3 -1.73641 0.43771 -0.50400
C4 0.67993 0.25726 0.51388
O1 1.56245 -0.59998 1.15326
C5 1.25138 0.93818 -0.68857
O2 2.43285 1.70997 -0.13523
H1 -0.30270 -2.24097 1.14514
H2 -1.44655 -1.04938 1.77509
H3 -1.92222 -2.15221 0.47442
H4 -0.32139 -1.08147 -1.05431
H5 -2.64440 -0.10729 -0.76103
H6 -1.95969 1.08703 0.34083
H7 -1.48522 1.05059 -1.36738
H8 0.31587 0.95871 1.26545
H9 2.08427 -1.07361 0.49453
H10 0.58261 1.69240 -1.10743
H11 1.60786 0.22877 -1.44627
H12 3.02358 2.03675 -0.82215

Here are the natural (NBO) charges for atoms 1 to 6, given in e:
1 C -0.608
2 C -0.230
3 C -0.616
4 C 0.088
5 O -0.693
6 C -0.096

Question: What is the formula in the fifth record?
Answer: C17H28N2O2